# 1
Computed, not measured: a molecular structure, B2H82NiO37 at a distorted geometry, with ωB97M-V/def2-TZVPD.

Geometry as XYZ:
```
122
Properties=species:S:1:pos:R:3:forces:R:3:mulliken_charge:R:1
Ni -1.2056 -0.5607 -2.2057 -0.9 0.1 -0.1 -0.1887
B 0.4325 -1.7709 -3.1400 0.1 0.0 0.4 2.6542
H -0.5594 -1.7944 -3.5641 -3.7 -0.7 -1.7 -0.4990
H 0.4885 -2.0989 -2.1136 0.2 -2.1 3.6 -0.8140
H 1.1522 -2.1963 -3.8221 2.2 -1.8 -2.4 -0.5772
H 0.6960 -0.7373 -2.9776 1.5 4.1 0.0 -0.6601
B -0.1399 0.1530 -0.1627 -0.2 0.2 -0.6 1.0657
H 0.1393 0.3701 -1.1820 1.4 1.1 -3.4 -0.1273
H -0.7680 0.9855 0.1143 -2.4 2.7 1.1 -0.8539
H -0.6489 -0.7970 -0.2151 -2.1 -3.6 0.6 0.0159
H 0.7496 0.1405 0.4478 3.2 -0.1 2.0 0.1155
O 2.4854 1.2217 5.2572 0.2 -0.9 0.7 -0.7131
H 2.0826 1.8740 4.6841 -0.2 0.7 -0.4 0.4010
H 3.1816 1.6975 5.7101 0.1 0.2 0.2 0.2802
O -4.2570 4.2845 0.1789 -0.1 0.5 -0.5 -0.5758
H -4.7752 3.6619 -0.3312 0.0 -0.1 -0.1 0.2161
H -4.1954 3.8895 1.0486 0.2 -0.3 0.5 0.4034
O 5.5150 -0.0466 0.0610 0.1 0.6 1.0 -0.8076
H 5.2809 0.1567 -0.8446 0.5 0.3 -0.5 0.4136
H 5.3094 -0.9763 0.1591 -0.1 -0.5 0.4 0.3595
O -1.9145 -2.5035 1.7121 -2.2 -0.1 -0.7 -0.4254
H -2.0947 -1.6665 2.1402 0.4 -0.1 0.4 0.1390
H -0.9854 -2.6627 1.8779 1.0 0.1 0.3 0.1625
O 3.1197 -2.0056 -1.9648 0.4 0.2 0.5 -0.2725
H 3.8545 -2.6133 -1.8814 0.5 -0.1 0.1 0.2211
H 2.5971 -2.3584 -2.6850 -0.6 0.0 -0.3 0.1785
O 1.5667 3.3318 3.8879 0.4 0.5 0.3 -0.6893
H 0.8815 2.9349 3.3503 -0.5 -0.4 -0.9 0.4180
H 1.1116 3.9973 4.4039 0.0 0.1 0.3 0.2808
O 2.6309 3.5183 -2.1451 0.5 0.0 0.0 -0.7329
H 1.7339 3.8306 -2.0266 -0.4 0.5 -0.1 0.4632
H 2.5831 2.5786 -1.9693 0.3 -0.3 -0.1 0.3118
O 2.5531 -2.6324 4.6098 -0.6 -0.8 -0.1 -0.6418
H 2.2390 -2.0911 5.3340 -0.1 0.2 0.2 0.2625
H 3.1643 -2.0683 4.1360 0.5 0.6 -0.3 0.3822
O 0.7245 -5.7147 0.7451 -0.1 -0.4 0.4 -0.6645
H 1.1739 -6.3500 1.3025 0.1 -0.2 0.1 0.2747
H 0.4413 -5.0259 1.3464 -0.2 0.4 0.4 0.3284
O -0.6114 5.4500 0.6940 -0.1 -0.3 0.3 -0.5836
H -1.4079 5.9778 0.7504 -0.4 0.1 -0.1 0.2487
H -0.0468 5.7928 1.3868 0.4 0.2 0.1 0.2682
O 4.0687 -0.4142 3.8096 0.6 -1.0 -0.3 -0.6332
H 4.5361 0.1795 3.2219 0.1 0.2 -0.3 0.2458
H 3.5505 0.1626 4.3709 -0.6 0.5 0.3 0.4111
O -0.1741 2.5807 1.8904 -0.3 0.6 0.7 -0.3625
H -0.1971 3.4104 1.4137 0.0 0.4 -0.3 0.1380
H 0.0362 1.9267 1.2239 0.0 -0.5 -0.3 0.4216
O -0.8932 -0.7995 5.6255 0.5 0.0 0.3 -0.5749
H -1.2288 -0.1381 5.0205 -0.3 0.0 -0.3 0.2104
H -1.6376 -1.3801 5.7835 -0.2 -0.1 -0.1 0.2840
O -0.5989 1.3208 -3.1149 -0.7 -0.1 -0.2 0.4251
H -0.8594 2.2359 -3.0100 -0.3 0.3 0.5 -0.0418
H 0.1271 1.3479 -3.7381 0.9 -0.2 -0.4 -0.0323
O -4.6937 2.3228 -2.2610 0.0 0.1 0.1 -0.5282
H -4.7165 2.5025 -3.2010 0.0 0.0 -0.5 0.2407
H -5.6045 2.4055 -1.9787 -0.4 -0.1 0.1 0.2426
O -3.5499 2.8021 2.4910 -0.4 0.3 -0.1 -0.6963
H -2.7324 3.2669 2.6695 0.7 -0.1 -0.1 0.2652
H -4.0741 2.9261 3.2823 -0.2 0.0 0.3 0.2738
O 3.0167 -1.2430 -5.3734 0.3 0.3 -0.4 -0.6484
H 2.2671 -1.3437 -4.7867 -0.4 0.0 0.3 0.4421
H 3.3151 -2.1376 -5.5372 0.1 -0.2 -0.1 0.3131
O 1.4379 -4.8839 -1.5520 0.5 0.3 -1.3 -0.7610
H 1.3244 -5.1717 -0.6462 -0.2 -0.3 0.5 0.4544
H 1.2712 -3.9416 -1.5271 -0.2 0.3 -0.1 0.1890
O -3.8567 -4.4191 0.3356 -0.2 -0.4 -0.3 -0.7398
H -3.0592 -4.5814 0.8394 0.2 -0.2 0.3 0.3581
H -4.0241 -3.4831 0.4460 -0.2 -0.2 0.1 0.3751
O 5.0251 0.2855 -2.4846 0.5 -0.2 -0.6 -0.7219
H 4.1400 0.4033 -2.1396 -0.4 0.4 -0.4 0.6175
H 5.1889 1.0753 -3.0000 0.1 0.2 -0.1 0.3154
O -2.7039 0.6593 -1.3180 0.3 -0.1 -0.1 -0.1736
H -2.8398 0.5903 -0.3730 0.1 -0.3 0.8 0.0845
H -3.4772 1.1235 -1.6385 -0.3 0.0 -0.6 0.0742
O -3.3059 0.2657 1.5157 -0.6 -0.7 -0.8 -0.5981
H -2.3651 0.1826 1.6717 0.8 0.1 0.4 0.1430
H -3.5059 1.1759 1.7342 0.1 0.7 0.3 0.2683
O -3.4963 -0.3546 4.2441 0.0 -0.1 0.6 -0.5403
H -3.9956 0.3877 4.5846 -0.1 0.1 0.2 0.2438
H -3.6836 -0.3596 3.3055 0.0 0.0 -0.5 0.3120
O -2.6088 -0.6114 -3.7566 -0.7 0.2 0.1 -0.4184
H -3.4882 -0.9680 -3.8817 -0.1 -0.4 0.5 0.2722
H -2.3946 -0.2013 -4.5946 0.7 0.1 -0.7 0.2265
O -0.6658 -0.2135 2.5346 -0.6 0.4 0.9 -0.3048
H 0.1621 -0.4448 2.9557 0.2 -0.3 0.4 0.1003
H -0.4464 -0.1234 1.6073 0.3 -0.1 -0.3 0.1116
O -2.3962 -2.3801 -1.6156 0.7 0.6 -0.3 -0.4700
H -2.5677 -3.1093 -2.2115 0.4 -0.3 -0.2 0.2297
H -3.2132 -2.2703 -1.1292 -0.4 0.1 0.1 0.4157
O -1.9959 -5.2051 2.8600 0.1 -0.5 -0.1 -0.6590
H -2.2239 -5.2279 3.7894 -0.1 -0.1 0.2 0.2715
H -1.7861 -4.2874 2.6867 -0.1 0.6 -0.1 0.3289
O -4.5466 -1.7789 -0.0996 -0.4 0.1 -0.2 -0.7897
H -3.8211 -1.6573 0.5130 0.5 0.4 0.6 0.0758
H -5.2929 -1.3562 0.3254 -0.2 0.0 0.0 0.3559
O 1.2964 2.3205 -4.8307 -0.5 -0.1 0.0 -0.4765
H 2.0979 2.2320 -5.3464 0.4 -0.2 0.0 0.2553
H 0.6995 2.8096 -5.3971 0.0 0.3 -0.2 0.2169
O 0.3019 4.9325 -1.8666 0.2 0.2 -0.5 -0.6748
H -0.1240 4.8889 -1.0105 -0.1 0.1 0.5 0.3834
H -0.4169 4.8707 -2.4957 -0.1 -0.2 -0.2 0.2712
O 2.0688 -1.9370 0.6435 0.3 -0.4 0.6 -0.1793
H 2.4988 -1.9245 -0.2116 0.1 -0.3 -0.9 0.2780
H 1.4862 -1.1776 0.6304 -0.2 0.4 -0.1 0.4017
O 4.4202 1.9444 1.9939 -0.2 0.3 0.6 -0.6147
H 4.6013 1.2972 1.3124 0.4 -0.6 -0.7 0.3544
H 4.1576 2.7304 1.5148 -0.1 0.2 0.0 0.2689
O 0.4669 -3.0035 2.3964 -0.3 -0.7 0.3 -0.2601
H 0.9482 -2.9949 3.2238 0.3 0.0 0.8 0.1828
H 1.1086 -2.7256 1.7427 0.7 0.1 -0.8 0.2434
O 4.8710 -2.6101 0.7960 0.2 -0.4 -0.3 -0.6743
H 3.9495 -2.7630 1.0053 -0.5 0.2 0.2 0.1930
H 5.3437 -2.8778 1.5841 0.2 0.0 0.2 0.2700
O -1.4632 0.2562 -5.9938 -0.2 0.3 -0.1 -0.6482
H -1.0821 0.0361 -6.8438 0.1 -0.3 -0.2 0.2830
H -1.2716 1.1869 -5.8786 0.1 0.2 0.1 0.1975
O 2.6445 0.7956 -1.4004 0.2 0.5 0.1 -0.4559
H 2.7072 -0.1593 -1.4180 -0.2 -0.8 -0.1 0.2247
H 1.7532 0.9721 -1.0993 -0.4 -0.1 0.2 -0.0765
O -2.3607 4.0942 -2.4679 0.3 0.0 -0.5 -0.5594
H -2.6036 4.9982 -2.2675 -0.1 0.3 0.1 0.2950
H -3.1227 3.5774 -2.2062 -0.2 -0.2 0.4 0.2198
```
Forces are in eV/Å.

Computed properties:
HOMO (spin up / spin down)   -9.41 / -9.41 eV
<S²>   2.003
2S+1   3

# 2
Computed, not measured: a molecular structure, B2H8Sn at a distorted geometry, with ωB97M-V/def2-TZVPD.

Geometry as XYZ:
```
11
Properties=species:S:1:pos:R:3:forces:R:3:mulliken_charge:R:1
Sn -0.3598 -1.8949 1.0438 0.2 4.0 -2.2 0.8965
B -1.8520 0.4623 0.0502 0.6 -1.7 -0.1 0.1686
H -0.9025 0.6376 0.7433 1.2 0.3 0.9 -0.1559
H -2.4606 -0.4572 0.5491 -0.7 -1.4 0.8 -0.2186
H -2.6232 1.3126 -0.1342 -0.6 0.8 0.4 -0.0683
H -1.4799 0.0474 -0.9822 0.6 -0.4 -0.9 -0.1159
B 1.9222 -0.0070 -0.2348 -0.5 -0.3 0.9 0.1574
H 2.3238 -0.9416 0.3949 0.5 -1.1 0.9 -0.2523
H 1.7209 0.9130 0.4526 -0.7 0.6 0.8 -0.1310
H 2.7279 0.3180 -1.0169 0.8 -0.3 -0.9 -0.0869
H 0.9831 -0.3902 -0.8658 -1.5 -0.5 -0.6 -0.1937
```
Forces are in eV/Å.

Computed properties:
HOMO   -9.59 eV
2S+1   1
ΔE to the lowest compared entry with this formula, charge and spin   0.692 eV

# 3
Computed, not measured: a molecular structure, B4CrH16 at a distorted geometry, with ωB97M-V/def2-TZVPD.

Geometry as XYZ:
```
21
Properties=species:S:1:pos:R:3:forces:R:3:mulliken_charge:R:1
Cr -0.0155 -0.0030 0.0121 0.4 0.8 1.8 -4.7529
B -0.4945 -1.4988 0.4929 -4.1 -11.9 4.5 0.5883
H 0.5773 -1.4425 0.3819 3.3 -2.6 0.5 0.2690
H -0.6570 -0.7113 1.2124 -2.5 -1.1 4.8 0.0612
H -0.9866 -1.1663 -0.4080 -3.1 -2.3 -2.3 0.3745
H -0.8182 -2.4572 0.8681 -1.0 -3.4 1.1 -0.1964
B 0.7804 -0.2219 -1.3635 7.7 -1.1 -12.4 0.7229
H -0.2580 -0.5069 -1.4331 -1.7 -1.8 -3.7 0.2164
H 1.2418 -0.6678 -0.4960 3.9 -2.3 0.2 0.2632
H 1.3863 -0.5505 -2.1936 1.9 -1.7 -3.1 -0.1833
H 0.9556 0.8336 -1.2234 1.2 3.6 -1.8 0.0216
B 0.9406 0.7738 1.0972 8.2 5.4 8.8 0.4681
H 0.0666 0.3690 1.5836 -2.0 0.3 3.6 0.1419
H 1.5308 -0.0875 0.8252 3.7 -2.0 0.9 -0.0027
H 0.6925 1.3374 0.2111 1.9 4.0 -0.8 0.1418
H 1.5085 1.3948 1.7725 1.7 2.5 2.4 -0.1844
B -1.3086 0.9558 -0.2970 -10.7 7.1 -2.7 0.5964
H -1.3553 0.4217 0.6393 -2.9 0.2 3.8 0.3825
H -0.3730 1.4930 -0.3167 0.7 4.0 -1.3 0.2108
H -1.2489 0.1273 -0.9856 -3.8 -0.2 -3.7 0.0445
H -2.1648 1.6073 -0.3794 -2.8 2.4 -0.4 -0.1835
```
Forces are in eV/Å.

Computed properties:
Total charge   -1
HOMO (spin up / spin down)   -0.94 / -5.51 eV
<S²>   3.764
2S+1   4
ΔE to the lowest compared entry with this formula, charge and spin   22.756 eV

# 4
Computed, not measured: a molecular structure, B4F16Fe at a distorted geometry, with ωB97M-V/def2-TZVPD.

Geometry as XYZ:
```
21
Properties=species:S:1:pos:R:3:forces:R:3:mulliken_charge:R:1
Fe -0.1273 -0.1002 -0.0254 0.7 0.0 0.3 2.4823
B 2.5163 -0.7875 0.4505 -0.1 -0.2 -0.2 0.5168
F 1.7932 0.4348 0.6866 0.5 0.0 0.4 -0.4648
F 1.5166 -1.5805 -0.2373 0.1 -0.1 0.1 -0.3982
F 3.6180 -0.5754 -0.3529 -0.1 0.0 0.0 -0.3748
F 2.8642 -1.4080 1.6334 0.0 0.1 0.1 -0.3767
B -1.0074 -0.2244 2.6378 -0.4 0.4 -0.3 0.3960
F -0.7768 0.9506 1.8359 0.2 0.0 0.1 -0.3508
F -2.3710 -0.3330 2.8767 0.1 -0.2 0.1 -0.3880
F -0.5578 -1.2831 1.7835 -0.1 -0.2 0.1 -0.4499
F -0.2826 -0.1708 3.7970 0.2 -0.1 0.3 -0.3608
B 0.8074 1.8466 -1.7328 0.1 0.2 -0.2 0.5965
F 0.9225 0.4225 -1.9018 0.0 0.3 -0.1 -0.4654
F 1.9902 2.4025 -1.2858 0.0 0.0 -0.1 -0.3870
F 0.3949 2.4579 -2.9055 -0.1 -0.1 0.0 -0.3663
F -0.2020 1.9639 -0.7056 0.1 0.1 -0.1 -0.4066
B -2.2640 -0.8166 -1.3241 -0.1 0.3 -1.1 0.3124
F -2.1736 0.1357 -0.2538 -0.7 -0.3 0.0 -0.3765
F -3.4375 -1.5278 -1.3474 -0.2 0.0 0.3 -0.3551
F -2.0760 -0.1122 -2.5155 -0.1 -0.3 0.2 -0.3930
F -1.1473 -1.6951 -1.1135 0.0 0.1 0.1 -0.3903
```
Forces are in eV/Å.

Computed properties:
Total charge   -2
HOMO (spin up / spin down)   -5.16 / -3.06 eV
<S²>   6.004
2S+1   5
ΔE to the lowest compared entry with this formula, charge and spin   0.000 eV

Across the entries above, molecular weight takes the values 754.94 148.40 111.37 403.06 g mol⁻¹, respectively.